# 1
{
  "formula": "C55H55F5N2O30P",
  "method": "the ωB97M-V functional and the def2-TZVPD basis",
  "gap_ev": 7.05,
  "charge": 1,
  "species": ["P", "F", "F", "F", "F", "F", "O", "O", "O", "O", "O", "O", "O", "O", "O", "O", "O", "O", "O", "O", "O", "O", "O", "O", "O", "O", "O", "O", "O", "O", "O", "O", "O", "O", "O", "O", "N", "N", "C", "C", "C", "C", "C", "C", "C", "C", "C", "C", "C", "C", "C", "C", "C", "C", "C", "C", "C", "C", "C", "C", "C", "C", "C", "C", "C", "C", "C", "C", "C", "C", "C", "C", "C", "C", "C", "C", "C", "C", "C", "C", "C", "C", "C", "C", "C", "C", "C", "C", "C", "C", "C", "C", "C", "H", "H", "H", "H", "H", "H", "H", "H", "H", "H", "H", "H", "H", "H", "H", "H", "H", "H", "H", "H", "H", "H", "H", "H", "H", "H", "H", "H", "H", "H", "H", "H", "H", "H", "H", "H", "H", "H", "H", "H", "H", "H", "H", "H", "H", "H", "H", "H", "H", "H", "H", "H", "H", "H", "H"],
  "coordinates": [[2.2932, 0.3675, 0.1197], [3.0566, 2.3656, 2.9553], [1.8914, 1.0082, 4.7029], [1.4894, -0.6257, 3.0612], [-0.2536, 0.8268, 3.7687], [0.8404, 3.1340, 2.7660], [-4.4264, -0.8244, -1.8931], [7.1575, -6.1589, 2.6354], [0.4695, -3.7875, -0.0634], [3.6340, -3.0154, 2.3832], [0.1850, 3.7758, 6.1176], [0.0346, 1.0603, 6.4871], [-7.4207, -2.8303, -5.7948], [-10.5524, -1.2591, -6.8710], [-1.5925, -8.8038, 1.4044], [-4.9083, 6.6208, -2.1903], [-8.4366, -0.6983, -4.3961], [-5.8659, 1.4570, -1.3957], [-3.3735, -2.8985, -3.3502], [-10.5682, -0.0856, -9.3521], [-3.5609, 2.1202, -2.7304], [6.6042, -1.1249, -0.1601], [-1.4181, -2.1396, -0.7832], [9.3689, -2.8792, -3.5718], [0.3999, -7.5430, 2.8095], [-1.5837, -5.0081, -1.4157], [4.4973, -2.7736, -0.7742], [-12.1227, 2.8912, -5.2369], [-12.2234, 4.0363, -7.7294], [7.9403, 3.1092, 0.4793], [-1.8093, 4.7623, 10.2904], [7.2313, -4.4648, -4.2424], [-7.1674, 5.9610, -0.7781], [5.5098, -1.1266, 3.0520], [9.0141, -4.2838, 3.3912], [-1.8778, 2.0486, 10.6974], [3.5492, -0.3335, 0.9323], [1.6551, 1.8388, 0.9174], [5.9042, -2.2855, 2.9769], [8.3445, 0.7005, 1.1149], [-1.0363, 1.5346, 0.8069], [4.0734, 2.6499, 0.0418], [5.3528, -4.6367, 2.4989], [-0.4177, 1.9372, 7.4559], [-1.6322, -6.9351, -0.0456], [-11.7916, 2.7335, -7.5610], [8.1820, -2.8110, -2.8655], [5.8113, 4.3776, 1.3260], [-5.6524, 2.6537, -1.5551], [-1.1266, -5.6151, -0.4536], [-11.3441, 0.7901, -5.9932], [6.7725, -1.9011, -1.0941], [0.3296, 2.1562, 0.2502], [8.4385, 2.2877, 1.5936], [0.4879, -5.6421, 1.4054], [-5.3734, -2.9107, -4.6137], [-10.9575, 0.0527, -7.0360], [7.4414, 4.4243, 0.9547], [5.6744, -2.8221, -1.4984], [-1.2277, -0.0789, 0.8321], [7.7025, -3.9260, 3.1385], [4.8774, 4.1146, -0.0360], [-11.7767, 2.1843, -6.1768], [-6.3136, 4.9828, -1.2538], [-0.0345, -6.9510, 1.8272], [-0.8134, 4.3334, 8.1876], [5.8182, -3.6645, -2.5233], [2.5149, 3.0008, 0.3519], [-6.7091, -2.3692, -4.9094], [1.7110, 1.9450, 2.3971], [-4.6308, -2.3963, -3.6316], [-1.3312, 3.8862, 9.3333], [-4.1776, 4.3913, -2.4873], [-1.1238, -7.5618, 1.0171], [-6.5669, 3.6889, -1.0486], [-11.4017, 1.9970, -8.6032], [-1.4143, 2.4288, 9.6280], [7.0745, -3.7121, -3.2869], [6.7560, -5.0056, 2.7431], [8.0373, -1.9661, -1.8429], [1.2036, 0.7743, 3.3692], [-0.3095, 3.3948, 7.1732], [-1.5508, -0.6666, -0.6991], [4.9518, -3.3687, 2.6086], [-7.1910, -1.2186, -4.0962], [-10.9463, 0.6108, -8.4161], [-4.4290, 3.0974, -2.2792], [-6.4496, -0.7066, -3.1118], [-0.0181, -5.0168, 0.3406], [-5.1243, -1.2639, -2.8008], [-0.9323, 1.4899, 8.6029], [-5.1047, 5.4250, -2.0016], [7.3019, -2.6575, 3.2448], [-1.0149, 0.4331, 8.8224], [8.8333, -1.3039, -1.5273], [4.6271, 2.0608, 0.9197], [-3.9642, 1.2672, -2.4583], [-2.2230, -0.3024, 1.4501], [4.6717, -5.4337, 2.2297], [-6.7886, 0.1283, -2.5114], [9.2230, -3.5629, -4.2616], [-5.0280, -3.7353, -5.2240], [-0.0596, -3.5440, -0.8540], [-1.9015, 1.9285, 0.0767], [-11.4053, 2.3843, -9.6143], [1.3200, -0.7065, -0.0056], [-1.0674, -9.0447, 2.1987], [-2.1298, 4.1958, 11.0257], [7.6859, 5.2900, 0.1740], [7.9798, -1.8625, 3.5290], [2.0869, 3.3574, -0.7075], [5.5572, 5.4161, 1.8069], [4.3836, -0.3574, 0.2701], [-6.7673, 6.8139, -1.0554], [-8.7725, -1.2398, -5.1433], [9.0374, 0.5201, 0.1867], [-3.0400, -2.3609, -2.5989], [2.4963, 3.9532, 1.0280], [-0.3844, -0.7019, 1.3403], [8.0824, 4.6902, 1.9254], [5.0274, -4.3379, -2.8293], [5.6923, 3.5288, 2.1292], [-0.7449, 5.3900, 7.9614], [4.0980, 5.0163, -0.0997], [0.1856, 3.3424, 0.3041], [4.6412, -2.0858, -0.0884], [9.5542, 2.5469, 1.9099], [-2.1625, -2.5663, -0.2363], [3.5967, -2.0440, 2.5233], [-10.3217, -1.5761, -7.7714], [4.2723, 2.1506, -1.0215], [9.0526, -5.2541, 3.2452], [-0.9740, -0.0821, -1.5343], [0.3608, 1.6268, 5.7542], [-12.4483, 4.3551, -6.8283], [7.2294, 0.5327, 0.7373], [1.2922, -5.2177, 1.9930], [5.6263, 4.1133, -0.9362], [-11.3550, 0.3978, -4.9844], [-2.4258, -7.3665, -0.6421], [2.7495, 0.6091, -1.2515], [-2.7117, -0.4418, -0.8621], [-7.4430, 3.3533, -0.5086], [-1.2994, 2.0872, 1.8335], [0.4720, 1.9053, -0.9079], [-3.2934, 4.7277, -3.0139], [7.7875, 2.3856, 2.5761], [8.5902, -0.0524, 1.9853]],
  "forces_ev_per_angstrom": [[5.073, -5.873, 0.052], [-4.485, -1.767, -2.742], [-2.027, -0.667, -5.032], [-0.979, 5.110, 0.275], [5.038, 0.058, -2.255], [2.626, -3.822, -1.326], [0.210, -0.446, -0.430], [-0.035, 0.997, 0.151], [-0.801, -1.916, 0.020], [1.855, 0.166, 0.513], [-0.237, -0.542, 0.390], [-0.553, 1.878, 0.969], [0.420, 0.592, 0.793], [-0.239, 1.560, -0.866], [1.170, 1.773, 0.054], [-0.348, -0.962, 0.314], [1.849, -1.271, -0.052], [0.498, 1.254, 0.017], [-1.615, 1.276, 0.202], [-0.217, 0.250, 0.935], [-1.399, 0.671, 0.905], [-0.729, -0.882, -0.655], [-1.394, 1.623, 0.725], [-2.114, -0.422, 0.619], [-0.521, 0.256, -0.839], [0.423, -0.130, 0.674], [1.784, 0.570, -0.578], [0.217, -0.307, -0.870], [0.480, -1.689, 1.020], [-0.329, 1.027, 1.841], [0.503, -1.858, -0.933], [0.121, 0.784, 0.828], [1.736, -0.872, -0.997], [0.032, -0.888, -0.015], [-2.000, -0.237, -0.533], [0.319, 0.600, -0.803], [-1.846, 1.529, -2.435], [-0.105, 1.906, -0.274], [0.478, 1.020, 0.272], [-0.836, 1.180, -0.357], [-1.260, 0.382, 0.246], [1.788, 1.043, 0.288], [0.268, -0.224, -0.033], [0.373, -1.589, -0.803], [-0.009, 0.401, -0.283], [-0.503, 1.697, -0.755], [2.023, 0.220, -0.796], [1.046, 0.128, -0.280], [-0.926, -0.347, 0.553], [-0.711, -0.343, -0.674], [-0.078, 0.247, 0.109], [0.752, 0.329, 0.045], [-3.545, 1.632, -1.508], [0.430, -1.762, 0.780], [-0.024, -0.278, 0.258], [-0.289, 0.020, -0.161], [0.327, -1.438, 0.778], [0.289, 0.420, 0.874], [-1.599, -0.434, 0.475], [-0.981, -0.562, -0.185], [1.963, -0.003, 0.466], [0.315, 0.219, 0.945], [-0.159, 0.016, 1.060], [-1.561, 1.086, 0.884], [0.786, 0.038, 0.886], [0.221, -0.095, -0.474], [0.132, -0.087, -0.205], [2.956, 2.395, -2.237], [-0.132, -0.871, -0.941], [0.524, 3.931, 3.941], [1.606, -1.073, -0.036], [-0.568, 1.665, 1.094], [-0.029, 0.252, 0.065], [-1.004, -1.786, 0.157], [0.178, -0.489, -0.071], [0.148, -0.344, -0.122], [-0.274, -0.971, 0.674], [-0.465, -0.945, -0.778], [-0.331, -1.091, -0.233], [-0.358, 0.271, 0.508], [-0.992, -3.259, 5.549], [0.111, 0.921, -0.262], [-2.036, 0.804, 1.110], [-1.813, -0.135, -0.348], [-1.792, 1.044, -0.149], [0.115, 0.063, -1.168], [1.366, -0.718, -0.773], [0.432, 0.016, 0.336], [1.154, 1.554, -0.068], [-0.796, 0.517, 0.095], [-0.127, 0.084, 0.277], [0.645, 0.903, -0.453], [-0.333, 0.295, -0.084], [0.011, 0.059, 0.002], [-0.038, -0.041, -0.024], [-1.535, 1.072, -2.160], [0.076, 0.072, -0.051], [2.286, 0.563, -1.182], [0.043, 0.026, 0.014], [-0.034, -0.319, -0.157], [0.093, 0.254, 0.239], [-0.021, 0.039, 0.042], [0.101, 0.085, 0.360], [2.117, -0.689, 1.352], [0.004, -0.034, 0.065], [-0.288, 1.740, 0.361], [-0.219, 0.067, -0.304], [0.123, 0.233, -0.256], [-0.645, -2.170, 1.376], [-0.052, -0.064, -0.003], [0.611, -1.124, 2.569], [0.385, -2.047, -0.857], [-0.979, 0.758, 1.361], [-0.207, -0.305, 0.109], [-0.068, 0.165, 0.133], [-1.194, 0.338, 1.892], [0.059, -0.389, -0.266], [-0.325, -2.202, -0.819], [-1.390, 1.251, -0.892], [-1.633, -0.387, -1.921], [0.053, 0.027, 0.017], [-0.002, 1.649, -1.560], [0.006, -0.069, 0.023], [1.731, -1.957, -0.211], [0.443, -2.772, -0.059], [-0.233, -0.589, -0.107], [-2.274, -0.227, -0.906], [1.579, 1.118, -1.213], [0.022, -0.188, -0.246], [-0.063, 0.075, 0.329], [-0.754, 0.812, 2.491], [0.010, 0.364, 0.067], [-0.715, -1.647, 1.470], [-0.207, -0.257, 0.625], [0.079, -0.117, -0.369], [2.766, 0.480, 1.173], [-0.023, -0.005, -0.031], [-1.754, 0.045, 1.576], [0.000, 0.032, -0.035], [0.044, 0.026, 0.029], [-1.254, 0.696, 1.041], [2.785, -0.177, 0.197], [0.037, 0.015, -0.044], [0.727, -1.571, -2.132], [-0.115, 0.340, 2.566], [-0.078, -0.003, -0.012], [1.065, 0.026, -2.043], [-0.433, 1.645, -1.760]]
}

=====

# 2
{
  "formula": "C4H27NO10S",
  "method": "the ωB97M-V functional and the def2-TZVPD basis",
  "gap_ev": 6.54,
  "relative_energy_kcal_mol": 0.00,
  "charge": -2,
  "species": ["S", "O", "O", "O", "O", "O", "O", "O", "O", "O", "O", "N", "C", "C", "C", "C", "H", "H", "H", "H", "H", "H", "H", "H", "H", "H", "H", "H", "H", "H", "H", "H", "H", "H", "H", "H", "H", "H", "H", "H", "H", "H", "H"],
  "coordinates": [[3.1619, -0.7256, 1.6283], [-3.4031, 0.0962, 1.0265], [2.4095, 2.2680, -0.1260], [0.9999, 1.6297, 3.1801], [-2.2996, 2.0363, -0.3731], [-2.6899, -1.0894, -2.8255], [-0.1042, -1.2702, -1.8374], [-2.6137, 1.4193, 3.3189], [1.8047, -1.1276, -3.4298], [2.1553, 1.3713, -2.5211], [-0.1756, 3.1839, 0.4342], [0.0496, -1.9828, 1.3808], [2.0882, -1.0895, 0.0847], [0.6340, -0.9514, 0.5329], [-0.5275, -3.0938, 0.5974], [-0.3471, -0.6685, -0.6536], [-1.5154, -2.7919, 0.2565], [1.0102, -1.3276, -2.7301], [-1.7150, -1.0715, -2.6434], [-1.5764, 2.4896, 0.0934], [0.0189, -3.3189, -0.3414], [-1.6871, 1.1758, 3.2746], [-3.0439, -1.3109, -1.9561], [2.3823, 1.4644, 0.4228], [1.3141, 0.7866, 2.8092], [-1.8157, 1.6115, -1.0974], [-3.1852, 0.8834, 0.4669], [1.1935, 1.3979, -2.5322], [0.6743, 2.9281, 0.0040], [0.6234, 0.0097, 1.1108], [0.0527, 2.7211, 1.2665], [-1.3463, -0.8233, -0.2248], [-0.6621, -3.8837, 1.3241], [2.3755, 0.4647, -2.8650], [2.4589, -1.5891, -2.8860], [2.2847, -2.1587, -0.1120], [2.2968, -0.4430, -0.8084], [-3.1762, 1.0735, 2.6037], [2.5466, 1.8248, -1.0188], [1.6849, 2.2568, 2.9347], [-0.2412, 0.4792, -0.7259], [0.6497, -2.2764, 2.1244], [-2.7442, -0.5782, 0.8326]],
  "forces_ev_per_angstrom": [[-0.502, 0.186, -0.987], [-0.926, 0.035, -0.004], [-0.026, -0.625, -0.492], [-0.488, 0.214, -0.007], [-0.720, -0.118, -0.855], [0.009, 0.078, 0.139], [-0.770, -0.815, -0.524], [-0.764, 0.882, 1.042], [0.089, -0.916, 0.987], [0.586, -0.120, -0.667], [1.344, -0.339, 0.963], [-0.447, -0.022, -1.064], [0.448, -0.625, 1.240], [-0.693, 1.386, -0.147], [0.370, 0.893, 0.432], [1.548, 1.989, 0.521], [-0.265, -0.110, -0.036], [-0.120, 1.102, -0.487], [0.193, -0.253, 0.062], [0.292, 0.267, 0.085], [0.037, -0.362, 0.684], [-0.128, -0.339, -0.679], [-0.038, 0.074, -0.138], [0.340, 0.066, 0.586], [0.439, -0.161, -0.066], [-0.348, -0.110, 0.159], [0.447, -0.508, 0.051], [-0.049, -0.270, 0.011], [0.025, 0.233, -0.536], [-0.177, -0.729, -0.237], [-0.644, 0.308, 0.193], [-0.255, -0.078, -0.340], [0.081, -0.740, -0.312], [-0.788, 0.339, -0.004], [0.399, -0.054, -0.440], [-0.004, 0.482, -0.499], [-0.074, -0.665, 0.944], [1.155, -0.516, -0.116], [-0.310, 0.860, 0.563], [0.220, -0.094, -0.039], [-0.260, -0.885, -0.187], [0.621, -0.183, 0.112], [0.150, 0.244, 0.091]]
}

=====

# 3
{
  "formula": "H3N2O4",
  "method": "the ωB97M-V functional and the def2-TZVPD basis",
  "gap_ev": [8.56, 8.56],
  "relative_energy_kcal_mol": 11.38,
  "charge": -1,
  "species": ["O", "O", "O", "O", "N", "N", "H", "H", "H"],
  "coordinates": [[-0.3082, -1.6803, 1.9583], [0.7816, -0.5689, -0.3806], [-1.0467, 3.5915, -1.0803], [0.1099, 1.8079, -1.3273], [-0.4968, 2.6237, -0.4867], [1.2419, 0.6361, -0.3835], [1.8523, 0.7392, -1.2926], [-1.3093, -1.4761, 2.2225], [0.0083, -1.0269, 1.2886]],
  "forces_ev_per_angstrom": [[-3.086, 0.495, 1.182], [0.755, 2.570, 0.111], [1.033, -2.068, 1.444], [-1.186, 1.452, 0.875], [-0.089, 0.849, -2.739], [0.530, -2.611, -0.997], [-1.094, -0.089, 1.465], [3.606, -0.326, -1.261], [-0.470, -0.271, -0.080]]
}